Run a
Entry from the Open Molecules 2025 dataset: a 2-piece molecular cluster, C5H16N overall (ωB97M-V/def2-TZVPD).

## Properties
Orbital gap (eV): 11.812
LUMO energy (eV): -3.53
Charge: +1
Highest occupied orbital energy (eV): -15.34

Element x y z (Å)
C1 1.88924 -1.01773 -1.26140
C2 2.05714 -0.53483 -2.71718
N1 0.98812 -0.09963 -0.48055
H1 1.41418 -1.99533 -1.25312
H2 2.78173 -1.15973 -0.66827
H3 2.26922 -1.40867 -3.31987
H4 2.89458 0.16639 -2.76438
H5 1.45826 0.80581 -0.36940
H6 0.06883 0.09076 -0.88052
H7 0.86035 -0.40086 0.49141
H8 1.16685 0.01087 -3.03515
C3 -1.91258 0.00299 1.15620
C4 -1.12619 -0.11950 2.46509
C5 -1.91848 1.46225 0.68501
H9 -1.50359 -0.65414 0.38924
H10 -2.93495 -0.25370 1.40101
H11 -1.35182 -1.01281 3.05906
H12 -2.57269 2.05655 1.32142
H13 -0.91561 1.89991 0.71746
H14 -2.32231 1.58001 -0.32122
H15 -0.03212 -0.16696 2.28425
H16 -1.25817 0.74834 3.10091



Run b
Entry from the Open Molecules 2025 dataset: a 2-piece molecular cluster, C5H16N overall (ωB97M-V/def2-TZVPD).

## Properties
Orbital gap (eV): 10.587
LUMO energy (eV): -3.82
Charge: +1
Highest occupied orbital energy (eV): -14.41

Element x y z (Å)
C1 -0.75180 -1.67102 -0.08034
C2 -2.01031 -2.06938 -0.97073
C3 -0.50764 -1.85326 1.42377
H1 0.14921 -2.21454 -0.50328
H2 -0.56126 -0.68784 -0.36081
H3 -2.61729 -1.20569 -1.23489
H4 -0.46386 -2.96324 1.70543
H5 0.47856 -1.58632 1.75295
H6 -1.14750 -1.38740 2.17918
H7 -1.64481 -2.59623 -1.76184
H8 -2.74655 -2.63781 -0.46319
C4 1.42379 1.60688 -0.60542
C5 0.12457 2.50507 -0.83115
N1 1.85882 1.44729 0.83822
H9 1.26319 0.60272 -1.02599
H10 2.25795 2.13658 -1.24933
H11 -0.76972 2.05883 -0.22157
H12 -0.23411 2.58159 -1.82800
H13 2.84518 1.68465 0.96695
H14 1.39600 2.23516 1.35505
H15 1.43224 0.58977 1.29743
H16 0.22535 3.42421 -0.38242



run a is the most stable structure; the next one sits 0.0552 hartree above it.



Run a
Entry from the Open Molecules 2025 dataset: an isolated ion of composition CH4N2O3P and charge -1 (ωB97M-V/def2-TZVPD).

## Properties
Orbital gap (eV): 8.660
LUMO energy (eV): 4.06
Charge: -1
SMILES string: NC(=O)[P@](N)(=O)[O-]
Highest occupied orbital energy (eV): -4.60

Element x y z (Å)
C1 -1.00317 -0.05978 0.13236
N1 -1.50141 1.18900 0.33278
N2 1.46905 -1.54899 -0.07839
O1 1.45997 0.77222 1.25917
O2 -1.64140 -1.10067 0.09969
O3 1.31121 0.70811 -1.36797
P1 0.99270 0.15278 -0.02062
H1 -2.36527 1.55604 0.02515
H2 -0.85187 1.95463 0.21735
H3 0.62374 -1.97882 0.45416
H4 1.50645 -1.64454 -1.05369



Run b
Entry from the Open Molecules 2025 dataset: CH4N2O3P as an isolated structure (ωB97M-V/def2-TZVPD).

## Properties
Orbital gap (alpha / beta) (eV): 8.424 / 8.424
LUMO energy (alpha / beta) (eV): 4.14 / 4.14
Charge: -1
Highest occupied orbital energy (alpha / beta) (eV): -4.28 / -4.28

Element x y z (Å)
C1 -0.20148 1.11812 -0.01873
N1 0.68330 -1.36706 -0.51319
N2 1.72394 -0.81553 -1.08728
O1 2.19514 -0.24726 1.37562
O2 4.04275 0.56603 -0.20095
O3 0.93295 1.45625 -0.46124
P1 2.72691 -0.07697 0.00641
H1 -0.51587 0.94160 0.98027
H2 0.85836 -1.54861 0.41363
H3 -1.08650 1.23717 -0.65079
H4 -0.20226 -0.37448 -0.24221



run a is the most stable structure; the next one sits 0.1613 hartree above it.